No. 1
This record from OMol25 describes one molecule with the formula C2H8N2O. The level of theory is ωB97M-V/def2-TZVPD.

Its structure (SMILES) is C[C@@H](O)NN. As for the energy relative to the best compared isomer or geometry (same formula, charge and spin): 344.21 kJ/mol. Its charge is 0. Its electronic energy is -7228.7603 eV.

Last columns: bonded neighbours and bond lengths (Å).
Element x y z (Å)
1 C -0.70 0.24 -0.44  C2 1.508, N3 1.526, O5 1.397, H8 1.099
2 C -0.90 -1.22 -0.12  C1 1.508, H11 1.087, H12 1.085, H13 1.235
3 N 0.83 0.35 -0.46  C1 1.526, N4 1.418, H7 1.014
4 N 1.70 0.66 0.61  N3 1.418, H9 1.022, H10 1.015
5 O -1.18 1.06 0.58  C1 1.397, H6 0.965
6 H -0.87 1.96 0.42  O5 0.965
7 H 1.29 0.03 -1.30  N3 1.014
8 H -1.05 0.52 -1.44  C1 1.099
9 H 2.12 -0.20 0.96  N4 1.022
10 H 1.20 1.09 1.38  N4 1.015
11 H -0.80 -1.86 -0.99  C2 1.087
12 H -1.85 -1.39 0.37  C2 1.085
13 H 0.21 -1.25 0.43  C2 1.235

Per-atom natural (NBO) charges, elementary charge units: C 0.248; C -0.647; N -0.579; N -0.652; O -0.716; H 0.477; H 0.367; H 0.157; H 0.327; H 0.359; H 0.211; H 0.218; H 0.229


No. 2
This record from OMol25 describes one molecule with the formula C23H24N4O4. The level of theory is ωB97M-V/def2-TZVPD.

Its structure (SMILES) is COc1ccc(N2C(=O)C[C@@H](N3CCC(n4c(=O)[nH]c5ccccc54)CC3)C2=O)cc1. As for the energy relative to the best compared isomer or geometry (same formula, charge and spin): 91.79 kJ/mol. Its charge is 0. Its electronic energy is -38393.0021 eV.

Last columns: bonded neighbours and bond lengths (Å).
Element x y z (Å)
1 C 6.48 -5.93 0.76  H2 1.095, O3 1.408, H54 1.095, H55 1.089
2 H 7.02 -5.50 1.61  C1 1.095
3 O 5.10 -5.69 0.85  C1 1.408, C4 1.359
4 C 4.66 -4.40 0.86  O3 1.359, C5 1.391, C9 1.397
5 C 5.48 -3.28 0.77  C4 1.391, C6 1.384, H53 1.078
6 C 4.92 -2.01 0.79  C5 1.384, C7 1.385, H52 1.078
7 C 3.55 -1.85 0.88  C6 1.385, C8 1.391, N12 1.421
8 C 2.72 -2.97 0.96  C7 1.391, C9 1.377, H11 1.078
9 C 3.28 -4.23 0.95  C4 1.397, C8 1.377, H10 1.078
10 H 2.66 -5.11 1.02  C9 1.078
11 H 1.66 -2.85 1.04  C8 1.078
12 N 2.98 -0.55 0.89  C7 1.421, C13 1.386, C47 1.385
13 C 1.98 -0.17 1.76  N12 1.386, O14 1.198, C15 1.531
14 O 1.53 -0.86 2.63  C13 1.198
15 C 1.57 1.27 1.42  C13 1.531, N16 1.446, C46 1.539, H51 1.096
16 N 0.18 1.30 1.03  C15 1.446, C17 1.449, C37 1.448
17 C -0.17 0.45 -0.08  N16 1.449, C18 1.526, H44 1.092, H45 1.107
18 C -1.69 0.31 -0.16  C17 1.526, H19 1.090, C20 1.529, H43 1.092
19 H -2.06 -0.13 0.77  C18 1.090
20 C -2.32 1.69 -0.34  C18 1.529, N21 1.447, C36 1.529, H42 1.096
21 N -3.76 1.61 -0.43  C20 1.447, C22 1.381, C29 1.382
22 C -4.54 1.97 -1.51  N21 1.381, C23 1.382, C27 1.408
23 C -4.22 2.50 -2.74  C22 1.382, C24 1.387, H35 1.079
24 C -5.27 2.76 -3.62  C23 1.387, C25 1.387, H34 1.079
25 C -6.59 2.51 -3.28  C24 1.387, C26 1.387, H33 1.079
26 C -6.92 1.97 -2.04  C25 1.387, C27 1.380, H32 1.079
27 C -5.88 1.71 -1.16  C22 1.408, C26 1.380, N28 1.376
28 N -5.87 1.20 0.11  C27 1.376, C29 1.379, H31 1.005
29 C -4.57 1.12 0.58  N21 1.382, N28 1.379, O30 1.209
30 O -4.23 0.71 1.67  C29 1.209
31 H -6.67 0.90 0.65  N28 1.005
32 H -7.94 1.77 -1.77  C26 1.079
33 H -7.37 2.72 -3.99  C25 1.079
34 H -5.04 3.18 -4.59  C24 1.079
35 H -3.21 2.71 -3.03  C23 1.079
36 C -1.88 2.57 0.84  C20 1.529, C37 1.525, H40 1.090, H41 1.092
37 C -0.36 2.63 0.88  N16 1.448, C36 1.525, H38 1.092, H39 1.106
38 H -0.05 3.23 1.74  C37 1.092
39 H 0.01 3.13 -0.03  C37 1.106
40 H -2.26 2.13 1.76  C36 1.090
41 H -2.29 3.58 0.73  C36 1.092
42 H -1.97 2.14 -1.28  C20 1.096
43 H -1.96 -0.34 -0.99  C18 1.092
44 H 0.27 -0.54 0.07  C17 1.092
45 H 0.20 0.84 -1.05  C17 1.107
46 C 2.60 1.70 0.36  C15 1.539, C47 1.512, H49 1.090, H50 1.091
47 C 3.38 0.45 0.01  N12 1.385, C46 1.512, O48 1.202
48 O 4.19 0.32 -0.86  C47 1.202
49 H 2.14 2.11 -0.54  C46 1.090
50 H 3.30 2.45 0.73  C46 1.091
51 H 1.66 1.86 2.33  C15 1.096
52 H 5.56 -1.15 0.72  C6 1.078
53 H 6.55 -3.38 0.70  C5 1.078
54 H 6.90 -5.54 -0.18  C1 1.095
55 H 6.59 -7.02 0.77  C1 1.089

Per-atom natural (NBO) charges, elementary charge units: C -0.253; H 0.177; O -0.489; C 0.311; C -0.324; C -0.115; C 0.074; C -0.169; C -0.252; H 0.227; H 0.229; N -0.492; C 0.708; O -0.542; C -0.130; N -0.425; C -0.224; C -0.410; H 0.243; C -0.033; N -0.434; C 0.202; C -0.260; C -0.223; C -0.224; C -0.231; C 0.106; N -0.586; C 0.771; O -0.642; H 0.425; H 0.216; H 0.215; H 0.215; H 0.215; C -0.411; C -0.213; H 0.209; H 0.155; H 0.244; H 0.211; H 0.201; H 0.212; H 0.209; H 0.159; C -0.540; C 0.708; O -0.562; H 0.243; H 0.248; H 0.231; H 0.220; H 0.221; H 0.177; H 0.202


No. 3
This record from OMol25 describes one molecule with the formula C16H22ClNO7S. The level of theory is ωB97M-V/def2-TZVPD.

Its structure (SMILES) is CS(=O)(=O)[C@@](Cl)(CCCNCc1ccccc1O)OC(=O)CCOC=O. Its charge is 0. Its electronic energy is -56127.5106 eV.

Last columns: bonded neighbours and bond lengths (Å).
Element x y z (Å)
1 C 2.86 -2.64 0.83  S2 1.772, H27 1.080, H28 1.086, H29 1.083
2 S 3.36 -2.25 -0.82  C1 1.772, O3 1.436, O4 1.439, C5 1.879
3 O 4.79 -2.15 -0.87  S2 1.436
4 O 2.78 -3.16 -1.78  S2 1.439
5 C 2.65 -0.53 -1.07  S2 1.879, Cl6 1.752, C7 1.518, O19 1.420
6 Cl 3.66 0.22 -2.29  C5 1.752
7 C 1.19 -0.68 -1.49  C5 1.518, C8 1.540, H30 1.089, H31 1.083
8 C 0.55 0.52 -2.21  C7 1.540, C9 1.549, H32 1.083, H33 1.083
9 C -0.52 1.26 -1.37  C8 1.549, N10 1.453, H34 1.089, H35 1.095
10 N -1.86 1.08 -1.92  C9 1.453, C11 1.461, H36 1.010
11 C -2.46 -0.21 -1.62  N10 1.461, C12 1.525, H37 1.086, H38 1.083
12 C -3.24 -0.28 -0.31  C11 1.525, C13 1.392, C17 1.401
13 C -2.95 0.50 0.80  C12 1.392, C14 1.394, H39 1.080
14 C -3.71 0.43 1.97  C13 1.394, C15 1.388, H40 1.077
15 C -4.79 -0.44 2.01  C14 1.388, C16 1.389, H41 1.080
16 C -5.09 -1.25 0.92  C15 1.389, C17 1.390, H42 1.078
17 C -4.31 -1.18 -0.22  C12 1.401, C16 1.390, O18 1.394
18 O -4.63 -1.98 -1.31  C17 1.394, H43 0.962
19 O 2.70 0.08 0.21  C5 1.420, C20 1.403
20 C 3.62 1.12 0.42  O19 1.403, O21 1.169, C22 1.499
21 O 4.75 0.91 0.65  C20 1.169
22 C 2.99 2.48 0.43  C20 1.499, C23 1.534, H44 1.080, H45 1.085
23 C 1.80 2.47 1.39  C22 1.534, O24 1.427, H46 1.084, H47 1.086
24 O 2.06 1.58 2.48  C23 1.427, C25 1.335
25 C 1.17 0.61 2.67  O24 1.335, O26 1.184, H48 1.097
26 O 1.32 -0.23 3.50  C25 1.184
27 H 3.11 -3.67 1.04  C1 1.080
28 H 1.80 -2.42 0.94  C1 1.086
29 H 3.40 -1.96 1.48  C1 1.083
30 H 0.64 -0.87 -0.57  C7 1.089
31 H 1.06 -1.57 -2.10  C7 1.083
32 H 0.02 0.14 -3.08  C8 1.083
33 H 1.27 1.25 -2.54  C8 1.083
34 H -0.30 2.33 -1.38  C9 1.089
35 H -0.42 0.91 -0.34  C9 1.095
36 H -2.47 1.83 -1.62  N10 1.010
37 H -1.70 -0.99 -1.65  C11 1.086
38 H -3.19 -0.43 -2.39  C11 1.083
39 H -2.12 1.19 0.79  C13 1.080
40 H -3.47 1.06 2.81  C14 1.077
41 H -5.42 -0.50 2.89  C15 1.080
42 H -5.93 -1.94 0.97  C16 1.078
43 H -4.18 -2.83 -1.18  O18 0.962
44 H 3.73 3.18 0.80  C22 1.080
45 H 2.67 2.73 -0.57  C22 1.085
46 H 0.89 2.20 0.86  C23 1.084
47 H 1.66 3.47 1.79  C23 1.086
48 H 0.27 0.62 2.05  C25 1.097

Per-atom natural (NBO) charges, elementary charge units: C -0.877; S 2.134; O -0.925; O -0.942; C 0.050; Cl 0.037; C -0.482; C -0.436; C -0.204; N -0.620; C -0.250; C -0.112; C -0.213; C -0.208; C -0.205; C -0.271; C 0.348; O -0.716; O -0.616; C 0.831; O -0.474; C -0.543; C -0.069; O -0.502; C 0.653; O -0.545; H 0.266; H 0.241; H 0.268; H 0.220; H 0.263; H 0.236; H 0.222; H 0.195; H 0.144; H 0.365; H 0.199; H 0.227; H 0.200; H 0.214; H 0.216; H 0.224; H 0.482; H 0.243; H 0.244; H 0.187; H 0.201; H 0.099


| no. | HOMO-LUMO gap (eV) |
| --- | --- |
| 1 | 8.58 |
| 2 | 8.78 |
| 3 | 9.43 |